Entry 1:
The following is a DFT calculation (the ωB97M-V functional and the def2-TZVPD basis) of CH2N4 in the gas phase in a non-equilibrium geometry.

Geometry as XYZ:
```
7
CH2N4 (the ωB97M-V functional and the def2-TZVPD basis)
N 1.49 0.98 0.00
C -1.19 0.04 -0.01
H -1.75 0.96 0.00
N 1.01 -0.97 0.00
N 2.03 -0.14 0.02
H -1.68 -0.93 0.01
N 0.08 0.07 -0.02
```

Calculated values
⟨S²⟩: 2.01
Relative energy (zero: lowest compared OMol25 entry of this formula, charge and spin) (kcal per mole): 92.4
Multiplicity: 3
Frontier orbital gap (alpha / beta) (eV): 7.166 / 8.596
HOMO level (alpha / beta) (eV): -6.73 / -11.21

---

Entry 2:
The following is a DFT calculation (the ωB97M-V functional and the def2-TZVPD basis) of a 3-piece molecular cluster, H6O3 overall in a non-equilibrium geometry.

Geometry as XYZ:
```
9
H6O3 (the ωB97M-V functional and the def2-TZVPD basis)
O 2.66 0.31 -1.66
H 0.75 -0.19 -0.27
H -2.25 -0.54 0.90
O -2.50 -0.61 1.83
H -3.42 -0.73 2.06
H 1.84 0.69 -1.38
H 3.24 1.00 -1.90
O -0.18 0.24 -0.23
H -0.15 -0.17 0.65
```

Calculated values
Relative energy (zero: lowest compared OMol25 entry of this formula, charge and spin) (kcal per mole): 26.4
Multiplicity: 1
Frontier orbital gap (eV): 12.341
Structure (SMILES): O.O.O
HOMO level (eV): -11.61

---

Entry 3:
The following is a DFT calculation (the ωB97M-V functional and the def2-TZVPD basis) of a 2-piece molecular cluster, C8H14FN2 overall in a non-equilibrium geometry.

Geometry as XYZ:
```
25
C8H14FN2 (the ωB97M-V functional and the def2-TZVPD basis)
H -1.29 0.83 -3.68
H -0.71 2.63 0.37
H -2.00 -2.96 -0.41
H 1.52 1.71 2.90
H 1.52 -0.12 2.29
H -2.01 2.27 -3.71
C 0.80 2.10 2.21
H -0.18 2.20 2.87
C 0.12 -3.01 -0.77
H 2.00 -2.65 0.28
C 1.31 -0.01 1.17
C 1.20 -2.11 -0.33
C -0.79 -1.38 0.55
C 0.56 -1.18 0.59
F -1.75 -0.53 0.92
N 0.66 1.33 1.05
H 0.21 -3.76 -1.49
H -2.51 1.15 -2.48
C -0.22 1.70 0.18
C -1.07 -2.53 -0.34
H 2.33 0.12 0.74
H -0.53 1.05 -0.66
H 1.05 3.12 1.99
H 1.56 -1.43 -1.13
N -1.81 1.46 -3.11
```

Calculated values
Relative energy (zero: lowest compared OMol25 entry of this formula, charge and spin) (kcal per mole): 38.3
Multiplicity: 1
Frontier orbital gap (eV): 7.809
HOMO level (eV): -12.43
Total charge: +1

---

Entry 4:
The following is a DFT calculation (the ωB97M-V functional and the def2-TZVPD basis) of C5H9O2P in the gas phase in a non-equilibrium geometry.

Geometry as XYZ:
```
17
C5H9O2P (the ωB97M-V functional and the def2-TZVPD basis)
H 3.87 0.34 0.08
O 2.08 1.04 0.30
H -3.42 -1.67 1.52
H -3.76 -0.16 -0.32
C -1.64 0.44 -0.71
C -2.78 -0.24 0.13
H 2.82 -0.56 -0.85
H 3.25 1.28 -1.46
C 3.04 0.49 -0.61
H -1.36 -1.60 1.21
H 0.33 1.08 -1.33
C -0.29 0.59 -0.58
C -2.48 -1.18 1.05
H 0.52 0.58 1.85
O 1.00 -1.38 0.65
H -1.95 0.81 -1.67
P 0.77 0.12 0.74
```

Calculated values
Relative energy (zero: lowest compared OMol25 entry of this formula, charge and spin) (kcal per mole): 55.9
Multiplicity: 1
Frontier orbital gap (eV): 9.557
Structure (SMILES): C=C/C=C\[P@@H](=O)OC
HOMO level (eV): -9.39

---

Entry 5:
The following is a DFT calculation (the ωB97M-V functional and the def2-TZVPD basis) of C19H25F2O18Zn as an isolated structure in a non-equilibrium geometry.

Geometry as XYZ:
```
65
C19H25F2O18Zn (the ωB97M-V functional and the def2-TZVPD basis)
F 15.01 14.22 5.64
C 22.33 8.74 -0.91
O 19.21 11.47 2.36
C 11.39 9.23 0.80
C 17.96 8.16 3.66
C 14.17 11.97 5.88
H 16.52 4.21 4.72
H 24.36 8.28 -0.96
H 16.56 6.28 5.47
H 24.12 9.71 0.04
O 18.92 7.73 4.39
C 14.22 13.23 5.08
H 12.80 6.94 0.34
C 13.22 7.40 1.23
H 20.94 14.34 5.11
F 20.42 12.08 6.22
O 16.87 13.01 -1.36
H 16.39 4.90 3.11
O 16.23 11.06 3.21
C 14.81 8.97 1.02
H 17.94 4.33 3.59
C 17.20 12.18 -0.43
C 21.85 7.33 -1.00
O 14.56 7.67 1.08
C 21.07 13.49 4.44
H 19.31 5.69 4.70
O 21.37 9.31 -0.02
O 13.72 9.65 1.10
C 15.42 11.56 4.03
C 20.24 8.63 -0.08
C 21.22 12.11 5.09
H 22.24 11.85 5.36
H 11.47 8.98 -0.26
H 13.14 11.61 5.85
H 22.23 9.31 -1.83
O 19.17 8.96 0.49
O 15.90 9.50 0.99
C 17.19 6.22 4.58
H 10.45 8.79 1.12
C 17.05 4.81 3.98
H 17.14 12.56 -2.16
O 20.74 11.31 4.00
C 19.92 11.98 3.19
H 23.74 8.12 0.66
H 11.44 10.31 0.94
O 17.85 11.16 -0.64
O 16.91 12.28 0.74
H 13.20 13.55 4.86
H 22.01 6.91 -2.00
O 18.01 9.10 2.89
O 20.46 7.45 -0.67
O 15.03 11.13 5.26
H 21.96 13.75 3.86
C 18.64 6.50 4.99
O 20.02 13.33 3.47
C 12.63 8.82 1.61
Zn 17.72 10.53 1.31
H 12.86 6.77 2.05
H 12.71 9.05 2.67
C 23.69 8.75 -0.24
O 16.89 7.36 3.72
H 18.64 6.57 6.08
H 22.45 6.67 -0.37
O 14.90 12.81 3.91
H 14.47 12.23 6.89
```

Calculated values
Relative energy (zero: lowest compared OMol25 entry of this formula, charge and spin) (kcal per mole): 64.1
Multiplicity: 1
Frontier orbital gap (eV): 9.001
HOMO level (eV): -10.73
Total charge: +1